# 1
# CH23O11

A structure of composition CH23O11 at a distorted geometry (the ωB97M-V functional and the def2-TZVPD basis, the OMol25 dataset).

```
35
Properties=species:S:1:pos:R:3:forces:R:3:lowdin_charge:R:1
C 0.045945 -0.485209 0.370052 1.491 1.048 0.328 -0.103
O 0.346755 -1.048069 -0.890088 -4.096 3.613 8.329 -0.318
H 0.949125 -0.521169 0.979212 -0.014 -0.279 -0.328 0.074
H -0.083595 0.595551 0.312742 0.074 -1.225 -0.437 0.051
H -0.749445 -0.949409 0.953122 -0.327 -0.314 -0.270 0.128
O 1.942895 -2.011979 -1.669738 5.350 -3.634 -2.788 -0.064
H 1.373525 -2.032839 -2.438908 0.101 0.009 0.103 0.023
H 1.479875 -1.455579 -1.043428 0.965 -0.359 0.014 -0.136
O 1.025385 0.688291 -1.933368 7.237 2.189 -2.178 -0.078
H 0.262145 1.265941 -1.930978 1.743 0.559 -0.458 -0.184
H 0.731635 -0.099419 -1.475728 0.955 1.029 -0.828 -0.197
O -0.740805 -2.775929 -1.020718 -3.696 -6.106 -0.289 -0.069
H -0.547195 -1.884199 -0.731658 0.084 -0.967 0.073 -0.144
H -0.307995 -3.336299 -0.376588 0.168 -0.301 -0.087 0.035
O 1.215545 0.565241 2.886822 0.042 -0.058 1.284 -0.068
H 0.857465 0.503271 2.001282 0.241 0.441 0.255 -0.043
H 1.898285 1.233141 2.823412 0.041 0.043 -0.205 0.032
O -1.229685 1.985811 0.301052 -3.314 2.464 -1.672 -0.102
H -2.158445 1.754681 0.286122 -0.844 -0.160 0.205 0.138
H -1.195415 2.866171 -0.073128 -0.116 0.623 -0.748 0.141
O 1.726505 -2.250769 2.081952 0.483 -0.705 0.258 -0.045
H 1.243845 -1.968239 1.305132 0.099 -0.332 -0.121 -0.014
H 1.051555 -2.570039 2.680902 -0.149 0.036 0.182 0.039
O 0.943395 2.287961 0.827492 1.747 1.177 0.277 -0.028
H 1.241565 3.128061 1.176142 0.422 0.170 0.106 0.059
H -0.010425 2.363901 0.801332 1.374 0.051 0.866 -0.065
O -1.326425 -0.736639 -2.428188 -3.616 -3.403 -3.123 0.062
H -0.843815 -1.259369 -3.068548 0.035 -0.168 -0.035 0.110
H -0.804425 -0.795489 -1.628008 1.026 -0.731 0.509 -0.034
O -1.833765 0.894301 2.233922 -1.040 -0.993 1.259 -0.045
H -1.986355 1.716261 2.700112 0.096 0.082 0.271 0.048
H -1.254565 1.132851 1.510142 0.259 -0.525 1.278 -0.059
O -0.921665 1.338941 -2.065838 -6.324 7.462 0.612 0.006
H -1.183095 0.452521 -2.315148 -0.526 -0.669 -1.827 -0.144
H -1.158315 1.407731 -1.140898 0.028 -0.067 -0.815 -0.005
```
Positions in Å, forces in eV/Å.

Properties
Charge   -1
HOMO-LUMO gap   6.326 eV
Energy relative to the best compared isomer or geometry (same formula, charge and spin)   12.933 eV
HOMO energy   -4.222 eV

***

# 2
# CH25CuO15

A structure of composition CH25CuO15 at a distorted geometry (the ωB97M-V functional and the def2-TZVPD basis, the OMol25 dataset).

```
42
Properties=species:S:1:pos:R:3:forces:R:3:lowdin_charge:R:1
Cu 0.811452 0.945571 1.649810 -0.070 2.816 0.968 0.169
C 0.444452 -0.295429 -0.071190 -0.495 0.078 0.564 -0.749
O -0.541548 0.186571 0.501810 -4.049 -0.161 -1.804 -0.008
O 0.392452 -0.527429 -1.366190 2.712 -0.645 -0.172 0.130
O 1.455452 -0.485429 0.604810 2.687 -3.423 -1.754 -0.016
H -0.478548 -0.327429 -1.612190 -2.749 0.360 -0.880 0.042
O -0.125548 -2.925429 -2.471190 -0.413 -2.131 -0.245 -0.012
H 0.156452 -2.117429 -2.104190 0.666 1.222 0.514 -0.045
H -0.522548 -2.759429 -3.314190 -0.280 0.222 -0.602 0.021
O 3.626452 0.099571 -0.662190 -0.274 0.764 -0.242 -0.085
H 2.874452 -0.282429 -0.141190 0.722 0.644 -0.537 -0.015
H 3.258452 0.913571 -1.075190 0.318 -1.025 0.304 0.017
O 1.635452 1.573571 -2.741190 0.644 -0.426 0.686 -0.024
H 1.285452 0.704571 -2.970190 0.062 0.198 -0.090 0.058
H 1.250452 2.259571 -3.266190 -0.366 0.330 -0.898 0.051
O 2.270452 2.193571 1.392810 0.821 1.480 -0.286 -0.005
H 2.857452 2.044571 2.131810 0.608 0.024 -0.028 0.079
H 2.770452 2.526571 0.637810 0.062 -0.117 0.227 0.085
O -1.820548 -1.546429 2.155810 -1.179 -1.470 0.351 -0.063
H -1.440548 -1.169429 1.366810 0.722 0.523 -0.681 -0.018
H -2.333548 -2.312429 1.787810 0.646 0.847 0.586 0.085
O -3.604548 0.198571 1.054810 -0.606 0.887 -0.115 -0.049
H -3.068548 -0.134429 1.769810 0.835 -0.588 0.500 -0.003
H -4.471548 0.236571 1.463810 -0.396 0.065 -0.248 0.064
O -2.124548 -0.306429 -2.499190 0.294 2.010 -0.166 -0.041
H -1.740548 0.106571 -3.287190 -0.121 -0.495 -0.291 0.082
H -2.463548 0.506571 -2.056190 -0.080 -0.943 0.064 0.101
O -3.300548 -1.900429 -0.676190 -0.073 -1.290 -0.613 -0.057
H -3.248548 -1.155429 -0.095190 -0.206 0.992 0.471 -0.052
H -2.956548 -1.611429 -1.529190 -0.033 -0.267 0.288 -0.006
O -0.469548 1.970571 2.730810 -4.017 0.124 1.226 -0.040
H -1.163548 1.322571 3.063810 1.605 0.521 0.094 0.108
H -1.113548 2.391571 2.130810 0.792 0.623 -0.153 0.086
O 2.259452 -2.992429 -0.263190 0.037 -0.588 -0.135 -0.061
H 2.055452 -2.047429 -0.147190 0.686 -0.672 0.513 -0.014
H 2.996452 -3.291429 0.297810 -0.539 0.800 -0.312 0.046
O 1.511452 0.197571 3.252810 0.830 -1.606 3.254 -0.030
H 1.415452 0.484571 4.188810 0.026 -0.359 -0.778 0.106
H 1.306452 -0.761429 3.234810 0.277 0.632 0.122 0.107
O 0.244452 3.042571 -0.907190 -1.065 1.208 0.876 -0.029
H 0.710452 2.423571 -1.438190 0.904 -1.149 -0.744 -0.049
H -0.600548 2.620571 -0.723190 0.053 -0.017 0.171 0.031
```
Positions in Å, forces in eV/Å.

Properties
HOMO-LUMO gap   6.110 eV
HOMO energy   -6.549 eV

***

# 3
# CH25O12

A cluster of 12 separate species, CH25O12 in total at a distorted geometry (the ωB97M-V functional and the def2-TZVPD basis, the OMol25 dataset).

```
38
Properties=species:S:1:pos:R:3:forces:R:3:lowdin_charge:R:1
C -0.094966 0.122489 0.348122 1.257 -4.782 -1.655 -0.163
O -0.724940 -0.762165 -0.654549 0.433 1.427 1.549 -0.450
H -0.655620 0.963379 0.452444 -1.578 2.321 1.321 0.036
H 0.807564 0.419293 -0.100025 1.668 0.843 -0.416 0.052
H 0.281567 -0.471857 1.227335 -0.748 0.780 -0.590 0.079
O -1.286414 -3.163964 0.619062 -2.942 -15.312 6.126 0.032
H -1.197290 -2.446310 0.272682 1.490 13.333 -7.104 -0.199
H -1.828413 -3.799013 0.052437 1.373 1.908 1.016 0.096
O 3.070631 -1.655486 1.337186 -0.231 2.803 2.008 0.001
H 2.427506 -1.743476 0.674947 -1.952 -1.109 -1.841 -0.023
H 3.692690 -2.319336 1.245499 1.735 -2.158 -0.359 0.033
O 3.892768 -0.131995 -0.978783 1.377 -0.394 4.315 -0.070
H 3.209768 -0.507532 -1.443185 -2.622 -1.028 -2.668 -0.053
H 3.641040 -0.631456 -0.096544 1.450 1.653 -1.722 0.047
O 1.356729 -2.442441 -0.899149 -0.273 1.675 -1.741 -0.116
H 1.726760 -2.288584 -1.804980 -0.140 -0.570 1.078 0.058
H 0.554377 -1.786315 -0.981246 0.446 -0.870 0.860 0.030
O 2.969059 1.219730 2.061496 -0.613 -1.083 -2.241 -0.111
H 2.981168 1.693447 1.188557 0.095 -0.360 1.248 0.047
H 2.728948 0.295752 1.728836 0.652 1.548 1.139 0.011
O -1.856037 -2.105540 -2.644284 -2.053 -1.192 -1.568 -0.045
H -1.362784 -1.576412 -2.075324 2.543 1.501 1.819 -0.076
H -2.698297 -1.773684 -2.318835 -0.654 -0.414 -0.425 0.036
O -0.093436 1.261903 -2.476117 0.220 -0.712 2.929 -0.104
H -0.293030 0.639597 -1.642953 0.344 0.939 -2.344 0.044
H -0.769040 0.973376 -3.060078 -0.888 -0.498 -1.038 0.000
O -0.421072 -0.750498 3.534071 2.917 -1.710 -3.906 -0.051
H -0.440084 -0.597204 2.512597 0.188 -0.637 2.880 0.041
H -1.128704 -0.259495 3.785274 -3.331 2.287 1.569 -0.043
O -2.076608 3.203663 -0.938225 -1.177 1.334 0.357 0.000
H -2.307835 2.413591 -0.481608 -0.971 -1.519 0.835 0.005
H -1.623898 2.868862 -1.660777 1.804 -0.961 -2.552 0.008
O -2.969014 0.679799 0.224441 -0.726 0.850 0.411 -0.057
H -2.327000 -0.004780 0.011139 0.685 -0.723 -0.453 -0.005
H -2.800345 0.925371 1.142575 -0.129 -0.166 -0.118 0.054
O -1.486103 4.456777 1.035051 0.587 -1.062 0.929 -0.100
H -1.491227 5.245880 0.536076 -0.109 1.717 -0.447 -0.011
H -1.408416 3.834634 0.266834 -0.129 0.341 0.799 -0.033
```
Positions in Å, forces in eV/Å.

Properties
Charge   -1
HOMO-LUMO gap   9.495 eV
Energy relative to the best compared isomer or geometry (same formula, charge and spin)   3.180 eV
HOMO energy   -6.602 eV

***

# 4
# CH25O12

A cluster of 12 separate species, CH25O12 in total at a distorted geometry (the ωB97M-V functional and the def2-TZVPD basis, the OMol25 dataset).

```
38
Properties=species:S:1:pos:R:3:forces:R:3:lowdin_charge:R:1
C 0.303026 0.057763 -0.004263 -0.706 -0.293 1.727 -0.216
O -0.828974 0.281763 0.790737 0.631 -0.110 0.891 -0.433
H 0.678026 1.012763 -0.358263 0.910 -0.144 -0.272 0.068
H -0.045974 -0.551237 -0.778263 0.339 -0.606 -1.946 0.034
H 1.022026 -0.595237 0.525737 0.443 0.711 -0.143 0.060
O -0.090974 3.006763 1.338737 0.223 0.769 -0.780 -0.061
H -0.046974 3.357763 0.429737 0.018 -0.077 0.655 0.037
H 0.081026 2.066763 1.210737 -0.430 -0.460 0.280 -0.011
O 0.498026 -0.241237 3.278737 0.154 0.163 0.522 -0.075
H -0.042974 0.261763 3.910737 0.206 -0.325 -0.322 0.041
H 0.020026 -0.104237 2.446737 -0.428 0.180 -0.455 -0.022
O -2.474974 0.547763 2.911737 0.054 -0.332 1.034 -0.055
H -1.949974 0.644763 2.113737 0.294 0.003 -0.650 -0.022
H -3.246974 1.087763 2.801737 -0.422 0.363 -0.216 0.021
O -2.357974 1.709763 -0.650263 -0.423 -0.393 -0.881 -0.070
H -1.711974 1.170763 -0.133263 -0.139 -0.608 0.572 -0.040
H -2.196974 2.575763 -0.329263 -0.046 1.367 0.518 -0.001
O -0.313974 1.620763 -2.701263 0.944 1.078 0.843 -0.074
H -1.038974 1.008763 -2.761263 -0.788 -0.887 -0.092 -0.001
H -0.401974 1.859763 -1.751263 -0.106 -0.085 -1.063 0.015
O 1.701026 -2.716237 1.684737 1.445 -2.376 -0.073 -0.038
H 2.475026 -2.843237 2.260737 -0.251 -0.528 -0.406 0.055
H 1.527026 -1.847237 1.924737 -1.249 2.797 0.646 -0.058
O 3.790026 0.243763 0.184737 0.358 0.156 0.282 -0.052
H 3.652026 -0.382237 -0.521263 -0.006 -0.194 -0.534 0.028
H 2.966026 0.199763 0.667737 -0.326 0.130 0.266 -0.001
O 2.604026 1.509763 -2.855263 2.297 -0.484 -0.928 -0.034
H 2.695026 2.253763 -2.291263 0.073 0.906 0.795 0.012
H 1.717026 1.243763 -2.799263 -2.411 -0.452 0.052 -0.040
O 0.295026 -2.721237 -2.575263 0.874 1.261 -0.210 -0.012
H -0.205974 -3.442237 -2.885263 -0.936 -1.421 -0.660 0.024
H 0.334026 -2.848237 -1.635263 0.072 0.030 0.924 0.036
O -1.796974 -0.745237 -2.201263 -1.610 1.658 -0.884 -0.019
H -1.753974 -0.968237 -1.294263 -0.521 -0.220 1.891 -0.016
H -1.239974 -1.384237 -2.567263 1.593 -1.586 -1.249 -0.021
O -1.802974 -2.153237 0.615737 -0.413 1.166 -1.130 -0.063
H -1.466974 -2.870237 1.107737 0.717 -1.043 0.969 0.000
H -1.341974 -1.308237 0.887737 -0.436 -0.116 0.028 0.004
```
Positions in Å, forces in eV/Å.

Properties
Charge   -1
HOMO-LUMO gap   8.930 eV
Energy relative to the best compared isomer or geometry (same formula, charge and spin)   0.859 eV
HOMO energy   -6.110 eV

***

> Which value of HOMO-LUMO gap does entry 3 give?

9.495 eV